Entry 1:
{
  "formula": "C4H7N6O5",
  "method": "wB97M-V/def2-TZVPD",
  "species": ["O", "O", "O", "O", "O", "N", "N", "N", "N", "N", "N", "C", "C", "C", "C", "H", "H", "H", "H", "H", "H", "H"],
  "coordinates": [[1.090, -0.774, 2.796], [-1.725, -1.509, -1.021], [-2.125, 1.028, -0.558], [0.177, -3.869, -2.313], [1.727, -2.333, 1.448], [1.137, -1.313, 1.708], [-0.387, 1.139, 1.928], [-0.781, 1.197, -0.366], [0.529, -1.421, -0.590], [-0.424, -3.339, -1.433], [1.052, 2.543, -0.860], [-0.213, 0.504, 0.764], [-0.633, -2.036, -1.113], [-0.190, 2.164, -1.022], [0.458, -0.680, 0.596], [-1.014, 1.925, 1.995], [1.671, 2.106, -0.189], [1.434, 3.286, -1.428], [1.370, -2.002, -0.600], [-0.063, 0.667, 2.774], [-2.280, 0.055, -0.755], [-0.809, 2.663, -1.761]],
  "lowdin_charge": [0.09, 0.10, 0.07, 0.16, 0.12, -0.33, 0.22, -0.07, 0.16, 0.09, 0.22, -0.20, -0.45, -0.05, -0.12, 0.14, 0.14, 0.15, 0.15, 0.11, 0.11, 0.19],
  "relative_energy_ev": 0.000,
  "total_charge": 1,
  "smiles": "N/C(=C(/NC(=O)N=O)[N+](=O)[O-])N(O)C=[NH2+]",
  "orbital_gap_ev": [8.54, 8.54]
}



Entry 2:
{
  "formula": "C12H10N4",
  "method": "wB97M-V/def2-TZVPD",
  "species": ["N", "N", "N", "N", "C", "C", "C", "C", "C", "C", "C", "C", "C", "C", "C", "C", "H", "H", "H", "H", "H", "H", "H", "H", "H", "H"],
  "coordinates": [[-0.392, -0.955, 3.669], [1.312, -0.343, -1.113], [2.341, 0.484, -1.586], [1.585, -1.277, -0.060], [0.691, 0.076, 1.767], [0.295, 1.484, -1.858], [-2.003, 1.680, -2.053], [-0.090, 0.143, 2.947], [-0.761, 2.288, -2.157], [-1.185, -0.371, -1.097], [-0.042, -2.104, 3.181], [-2.189, 0.412, -1.491], [1.808, 1.553, -2.005], [0.097, 0.193, -1.372], [0.690, -2.281, 1.993], [1.080, -1.130, 1.192], [0.742, 1.000, 1.217], [-0.642, 3.314, -2.591], [1.777, -2.221, -0.399], [-2.939, 2.165, -2.296], [0.833, -3.306, 1.683], [-3.219, 0.128, -1.272], [-0.613, 1.090, 3.072], [-1.255, -1.401, -0.718], [-0.418, -3.030, 3.754], [2.497, 2.409, -2.407]],
  "lowdin_charge": [0.03, -0.09, 0.09, 0.10, -0.02, -0.16, -0.09, -0.12, -0.04, -0.01, -0.20, -0.11, -0.09, -0.21, -0.01, -0.26, 0.10, 0.13, 0.15, 0.10, 0.09, 0.11, 0.11, 0.13, 0.13, 0.14],
  "relative_energy_ev": 1.554,
  "total_charge": 0,
  "smiles": "c1ccc2c(c1)cnn2Nc1ccncc1",
  "orbital_gap_ev": 9.37
}



Entry 3:
{
  "formula": "C14H16N2O4",
  "method": "wB97M-V/def2-TZVPD",
  "species": ["O", "O", "O", "O", "N", "N", "C", "C", "C", "C", "C", "C", "C", "C", "C", "C", "C", "C", "C", "C", "H", "H", "H", "H", "H", "H", "H", "H", "H", "H", "H", "H", "H", "H", "H", "H"],
  "coordinates": [[-0.182, 2.451, -3.183], [-2.014, -2.888, -0.489], [0.241, 1.981, 2.873], [2.745, 1.359, 3.542], [0.737, 0.559, -2.339], [-1.529, 0.926, -2.189], [3.045, 0.120, 1.540], [0.331, -3.174, -0.261], [0.703, -0.540, -1.382], [-3.183, -0.715, -1.540], [-1.752, -0.317, -1.652], [-0.703, -1.088, -1.259], [-0.288, 1.398, -2.597], [1.244, -0.065, -0.044], [-1.080, 2.341, 2.550], [0.935, 1.201, 1.979], [2.544, -0.353, 0.339], [2.253, 0.897, 2.368], [-0.908, -2.407, -0.665], [0.444, 0.720, 0.781], [0.025, -4.098, 0.224], [3.173, -0.956, -0.299], [0.940, -2.587, 0.422], [4.052, -0.102, 1.851], [-1.119, 2.926, 1.626], [2.053, 1.879, 3.974], [1.374, -1.313, -1.776], [1.652, 0.922, -2.564], [-2.317, 1.486, -2.483], [0.926, -3.417, -1.139], [-3.431, -0.948, -0.506], [-0.564, 0.944, 0.473], [-1.429, 2.954, 3.380], [-1.721, 1.460, 2.455], [-3.361, -1.629, -2.104], [-3.837, 0.073, -1.907]],
  "lowdin_charge": [0.07, 0.05, -0.09, 0.08, 0.15, 0.16, 0.00, 0.00, -0.22, 0.00, -0.22, -0.09, -0.54, -0.19, -0.07, -0.19, -0.05, -0.25, -0.40, 0.05, 0.09, 0.12, 0.08, 0.12, 0.10, 0.11, 0.14, 0.16, 0.15, 0.09, 0.09, 0.11, 0.10, 0.10, 0.10, 0.08],
  "relative_energy_ev": 0.488,
  "total_charge": 0,
  "smiles": "COc1cc([C@@H]2NC(=O)NC(C)=C2C(C)=O)ccc1O",
  "orbital_gap_ev": 8.94
}



Entry 4:
{
  "formula": "C31H49BiNO4P2",
  "method": "wB97M-V/def2-TZVPD",
  "species": ["Bi", "P", "P", "O", "O", "O", "O", "N", "C", "C", "C", "C", "C", "C", "C", "C", "C", "C", "C", "C", "C", "C", "C", "C", "C", "C", "C", "C", "C", "C", "C", "C", "C", "C", "C", "C", "C", "C", "C", "H", "H", "H", "H", "H", "H", "H", "H", "H", "H", "H", "H", "H", "H", "H", "H", "H", "H", "H", "H", "H", "H", "H", "H", "H", "H", "H", "H", "H", "H", "H", "H", "H", "H", "H", "H", "H", "H", "H", "H", "H", "H", "H", "H", "H", "H", "H", "H", "H"],
  "coordinates": [[-0.138, -0.002, -0.475], [1.449, 1.949, 0.429], [0.632, -2.548, -0.475], [2.816, 0.217, 9.115], [-0.157, -1.961, 3.452], [0.640, -0.269, 2.133], [4.029, 1.678, 8.056], [3.162, 0.773, 8.043], [-1.442, -0.820, -4.915], [-2.162, 0.854, 1.148], [0.925, -1.365, -5.469], [0.979, -1.021, 5.679], [2.935, 0.976, 5.617], [1.161, 0.470, -3.640], [-3.344, 1.159, -2.330], [-2.170, 3.069, -0.247], [-2.433, -0.542, 0.866], [-2.231, 1.592, -0.086], [2.325, 0.578, 4.429], [-0.405, -1.666, -4.814], [-0.453, 1.606, -5.136], [0.544, -0.903, 3.241], [-3.522, -1.819, -1.066], [1.566, 3.377, -0.685], [-2.100, 1.437, 2.500], [-0.675, -3.728, -0.923], [0.161, 1.324, -3.789], [1.306, -0.411, 4.451], [1.592, -0.637, 6.858], [2.286, -2.655, -1.236], [-2.604, -1.621, 1.855], [0.967, 2.674, 2.016], [-2.669, 0.670, -1.112], [1.795, -0.241, -4.814], [1.004, -3.236, 1.162], [-2.791, -0.654, -0.522], [2.566, 0.369, 6.828], [-1.338, 0.453, -5.722], [3.105, 1.229, 0.618], [1.544, 0.131, -2.653], [-3.410, -1.989, -2.145], [0.069, 3.297, 1.892], [-1.820, 3.400, -1.235], [1.208, -4.280, 0.851], [-2.411, -1.016, -4.439], [-0.038, -4.541, -1.305], [3.081, 0.378, 1.319], [0.335, 1.842, -5.877], [-1.545, 3.576, 0.494], [-2.050, -1.426, 2.776], [-3.189, 3.464, -0.128], [2.068, 0.487, -5.605], [2.168, -2.765, -2.326], [-2.785, 1.954, -2.851], [0.226, -1.808, 5.689], [-0.903, 0.196, -6.704], [2.670, -3.550, -0.717], [-3.074, 1.292, 2.994], [1.885, -2.717, 1.575], [-3.559, 0.368, -3.060], [-1.075, 2.516, -5.066], [2.220, 4.018, -0.064], [-0.364, 1.813, -2.943], [2.627, 1.036, 3.484], [-4.288, 1.603, -1.955], [-2.236, -2.597, 1.510], [3.504, 0.940, -0.371], [0.563, 3.819, -0.831], [-0.474, -2.624, -4.282], [-3.263, -2.753, -0.551], [1.517, -2.297, -5.492], [0.132, -3.125, 1.834], [-2.352, 0.847, -5.912], [3.634, 2.099, 1.042], [-1.339, 0.940, 3.123], [1.308, -1.112, 7.783], [2.898, -1.772, -0.966], [0.809, 1.894, 2.774], [-4.587, -1.625, -0.857], [1.867, 3.271, 2.224], [-3.670, -1.736, 2.096], [3.690, 1.754, 5.620], [2.029, 3.058, -1.634], [0.750, -1.069, -6.520], [2.744, -0.699, -4.480], [-1.157, -4.003, 0.037], [-1.874, 2.508, 2.478], [-1.397, -3.351, -1.663]],
  "lowdin_charge": [1.66, 0.65, 0.65, 0.06, -0.07, -0.22, 0.06, -0.31, -0.11, -0.28, -0.17, 0.01, 0.02, -0.17, -0.04, -0.05, -0.30, -0.37, -0.01, -0.11, -0.16, -0.57, -0.05, -0.23, -0.02, -0.23, -0.15, -0.10, 0.03, -0.25, -0.03, -0.22, -0.36, -0.17, -0.26, -0.34, -0.16, -0.16, -0.25, 0.04, 0.08, 0.04, 0.08, 0.07, 0.09, 0.06, 0.05, 0.12, 0.06, 0.07, 0.10, 0.12, 0.05, 0.07, 0.12, 0.11, 0.05, 0.11, 0.07, 0.07, 0.11, 0.06, 0.08, 0.08, 0.11, 0.07, 0.05, 0.05, 0.10, 0.07, 0.11, 0.04, 0.11, 0.06, 0.08, 0.12, 0.05, 0.02, 0.11, 0.06, 0.11, 0.12, 0.05, 0.11, 0.11, 0.06, 0.07, 0.03],
  "relative_energy_ev": 0.000,
  "total_charge": 1,
  "orbital_gap_ev": 6.56
}



Entry 5:
{
  "formula": "C2H8NOPS",
  "method": "wB97M-V/def2-TZVPD",
  "species": ["S", "P", "O", "N", "C", "C", "H", "H", "H", "H", "H", "H", "H", "H"],
  "coordinates": [[-2.235, -0.319, -2.278], [-0.545, -0.108, -1.234], [0.654, 0.603, -2.188], [0.464, -1.490, -0.797], [0.119, 0.187, 2.024], [-0.086, 0.958, 0.767], [0.428, 1.011, 2.636], [0.183, 0.855, -3.000], [0.838, -0.535, 1.913], [-0.794, -0.286, 2.344], [0.822, -2.206, -1.403], [0.176, -1.825, 0.076], [0.770, 1.427, 0.330], [-0.793, 1.727, 0.811]],
  "lowdin_charge": [0.11, 0.34, -0.32, -0.14, -0.14, -0.18, 0.08, 0.02, 0.03, 0.08, 0.04, -0.01, 0.04, 0.04],
  "relative_energy_ev": 2.306,
  "total_charge": 0,
  "orbital_gap_ev": 9.18
}



Entry 6:
{
  "formula": "C2H3O5PS",
  "method": "wB97M-V/def2-TZVPD",
  "species": ["S", "P", "O", "O", "O", "O", "O", "C", "C", "H", "H", "H"],
  "coordinates": [[2.800, -1.094, 0.035], [0.572, 1.419, -0.152], [1.863, 1.830, 0.365], [1.504, -0.551, -0.394], [2.799, -2.523, 0.008], [-0.305, 0.737, 1.002], [0.018, 1.957, -1.387], [-1.520, 0.127, 0.725], [-1.902, -0.502, -0.349], [-2.165, 0.334, 1.594], [-1.076, -0.505, -1.067], [-2.589, -1.229, -0.381]],
  "lowdin_charge": [1.03, 0.43, -0.28, -0.47, -0.37, -0.16, -0.22, -0.24, 0.05, 0.13, 0.07, 0.03],
  "total_charge": 0,
  "orbital_gap_ev": 8.11
}



Entry 7:
{
  "formula": "C9H14O",
  "method": "wB97M-V/def2-TZVPD",
  "species": ["O", "C", "C", "C", "C", "C", "C", "C", "C", "C", "H", "H", "H", "H", "H", "H", "H", "H", "H", "H", "H", "H", "H", "H"],
  "coordinates": [[0.822, -1.610, 1.113], [-0.809, 1.789, -0.085], [-1.560, -0.143, 1.127], [-1.374, 1.291, -1.249], [1.650, -2.441, 0.306], [-0.036, 3.091, -0.111], [-2.058, 0.075, -1.201], [-0.867, 1.051, 1.096], [-2.232, -0.590, -0.008], [2.484, -1.544, -0.565], [0.832, 2.946, -0.760], [0.497, -2.131, 1.855], [-2.666, -1.582, 0.023], [1.029, -3.103, -0.307], [3.432, -1.928, -0.935], [-2.542, -0.195, -2.130], [-1.300, 1.889, -2.149], [0.430, 3.274, 0.859], [-0.299, 1.426, 1.939], [1.909, -1.062, -1.358], [2.281, -3.085, 0.930], [-1.825, -0.654, 2.042], [-0.624, 3.933, -0.469], [2.826, -0.696, 0.035]],
  "lowdin_charge": [-0.09, -0.28, -0.12, -0.06, -0.32, -0.05, -0.09, -0.06, -0.10, -0.09, 0.08, 0.09, 0.10, 0.11, 0.07, 0.10, 0.11, 0.07, 0.11, 0.07, 0.11, 0.10, 0.08, 0.07],
  "relative_energy_ev": 0.771,
  "total_charge": 0,
  "smiles": "Cc1ccccc1.CCO",
  "orbital_gap_ev": 9.66
}



Entry 8:
{
  "formula": "C5H12N4",
  "method": "wB97M-V/def2-TZVPD",
  "species": ["N", "N", "N", "N", "C", "C", "C", "C", "C", "H", "H", "H", "H", "H", "H", "H", "H", "H", "H", "H", "H"],
  "coordinates": [[3.058, 0.258, -0.138], [-0.370, 0.783, -0.402], [1.759, -0.093, -0.680], [-1.073, 2.001, 0.176], [-1.154, -0.534, -0.152], [-1.275, -0.755, 1.390], [-2.359, -0.918, -0.960], [0.981, 0.904, -0.258], [3.853, -0.659, 0.094], [4.872, 0.060, 0.584], [1.415, 1.966, 0.160], [-2.694, 0.636, -1.929], [-0.174, -0.506, 1.814], [-0.541, -1.407, -0.603], [-2.023, 0.035, 1.950], [3.818, -1.849, -0.403], [-1.790, -1.876, -1.976], [-0.999, 2.669, -0.647], [-0.453, 2.604, 0.677], [-3.306, -1.533, -0.349], [-1.545, -1.785, 1.654]],
  "lowdin_charge": [-0.18, -0.14, 0.01, 0.05, -0.53, -0.10, -0.12, -0.23, -0.16, 0.14, 0.17, 0.19, 0.11, 0.11, 0.12, 0.13, 0.16, 0.09, 0.03, 0.11, 0.05],
  "relative_energy_ev": 11.646,
  "total_charge": 0,
  "orbital_gap_ev": 8.61
}